40
Properties=species:S:1:pos:R:3:forces:R:3:lowdin_spin:R:1 method="wB97M-V/def2-TZVPD" total_energy_ha=-5411.199665 relative_energy_kcal_mol=0.0 largest_force_ev_per_a=0.8 multiplicity=6 gap_ha="0.21406 / 0.21928" charge=-1
Mn -0.4372 -0.8708 -0.5497 -0.13 -0.30 0.72 4.643
Cl 6.0903 -1.6311 -1.7645 0.01 0.00 -0.01 0.002
Cl 5.3199 -2.3081 1.1783 0.01 0.00 0.01 0.000
Cl 2.3331 -2.0932 2.1158 0.04 0.04 -0.20 0.004
Cl 0.8433 -0.5636 -2.8116 0.58 -0.03 -0.15 0.049
Cl 3.8681 -0.7339 -3.7960 0.01 0.00 -0.01 0.002
S -2.5580 0.1875 -0.1219 -0.10 -0.04 -0.11 0.064
S -1.6132 -2.9757 -0.6174 -0.07 0.09 0.00 0.079
S 0.2775 2.2882 3.2314 0.04 0.12 0.07 0.004
N -0.7768 -0.1459 2.7509 -0.12 -0.05 0.07 0.003
N 0.2708 0.9845 0.9848 -0.13 0.16 0.20 0.041
C 2.7545 -1.7551 0.4457 -0.03 -0.06 0.21 0.010
C 1.7468 -1.3943 -0.4261 -0.30 0.23 -0.12 0.024
C -3.2904 -2.4067 -0.7064 0.19 -0.14 -0.02 0.016
C 2.1595 -1.0998 -1.6981 -0.21 0.15 -0.46 0.016
C -4.3019 -3.5000 -0.9681 -0.08 -0.10 -0.02 0.003
C 2.1221 4.6830 0.5247 -0.01 -0.03 -0.02 0.000
C -3.6748 -1.1353 -0.5154 0.06 0.15 0.05 0.014
C -5.1276 -0.7334 -0.5360 -0.14 0.03 0.01 0.002
C 3.4623 -1.1465 -2.1718 -0.01 -0.04 0.15 0.000
C 1.6135 4.2958 1.7534 0.00 -0.01 -0.02 0.000
C 4.0889 -1.8417 0.0588 0.00 0.02 -0.08 0.000
C 4.4407 -1.5371 -1.2610 0.05 0.00 0.01 0.006
C 1.4087 2.6012 -0.4869 -0.02 0.04 0.03 0.001
C 2.0178 3.8387 -0.5827 0.02 0.02 -0.03 0.000
C 0.9982 3.0559 1.8455 0.04 0.06 0.04 0.001
C 0.8870 2.2041 0.7416 0.15 -0.26 -0.14 0.003
C -0.1149 0.9112 2.2210 -0.11 -0.16 -0.13 0.004
H 1.6940 4.9443 2.6160 0.00 0.00 0.01 0.000
H -1.2552 0.0247 3.6206 0.06 0.00 0.01 0.000
H -4.9927 -3.2463 -1.7771 0.02 0.04 0.00 0.000
H -5.2370 0.3128 -0.8219 0.05 0.00 -0.01 0.001
H -5.5863 -0.8408 0.4544 0.03 0.00 0.01 0.000
H 2.6038 5.6467 0.4246 0.00 0.00 0.00 0.000
H 1.3276 1.9446 -1.3437 -0.01 -0.01 0.01 0.001
H -3.7975 -4.4240 -1.2449 0.03 0.02 0.01 0.002
H 2.4226 4.1548 -1.5357 0.01 0.01 0.01 0.000
H -1.3589 -0.6485 2.0788 0.07 0.06 -0.10 0.003
H -4.9091 -3.7110 -0.0810 0.00 0.03 0.01 0.000
H -5.7197 -1.3353 -1.2282 0.03 -0.02 0.00 0.000